Formula: C36H92N20O62S13
Source: OMol25
Level of theory: ωB97M-V with the def2-TZVPD basis set

```
223
Properties=species:S:1:pos:R:3:forces:R:3:lowdin_charge:R:1
H 5.949565 -5.418038 -0.640273 -0.1 -0.3 -0.1 0.13
O -4.038855 -4.869468 1.691297 1.5 -0.2 -0.2 -0.22
O 8.017955 4.761402 -1.523773 -1.9 -3.2 1.5 -0.26
H 0.320635 -7.171278 6.157967 -0.6 0.6 0.5 0.13
H -5.863795 1.714032 5.693037 0.0 1.4 0.1 0.12
H -2.335905 -0.879688 8.081117 0.3 0.3 -0.2 0.12
H 0.181785 -5.713048 0.357907 0.0 0.8 0.5 0.10
H -5.114165 0.525692 6.489327 0.1 -0.4 1.1 0.10
O 0.176745 0.251192 6.590857 4.7 1.8 0.0 0.10
H -1.471985 -0.162688 4.908297 -0.3 -0.3 0.0 0.12
C -2.044605 2.244262 -3.779293 0.2 -1.3 2.1 -0.77
H -0.023155 -6.505288 1.963197 -0.1 0.1 0.0 0.12
C -0.529835 -6.057928 1.108067 -0.7 -0.8 -0.5 -0.13
O -3.918935 3.423902 6.894957 1.7 1.5 2.1 -0.23
C 4.141395 6.392812 1.066027 1.6 -0.2 -2.2 -0.14
O -1.470895 -4.262118 5.535767 3.3 -0.3 -1.9 -0.26
O 2.883995 2.280672 6.429547 1.2 -1.8 2.2 0.03
H 3.961015 7.341402 0.560317 -0.4 0.1 0.3 0.14
H -4.393505 2.019872 -1.699433 0.3 -0.7 0.4 0.09
O 5.798135 0.525072 4.237277 -0.9 -1.1 0.4 -0.21
O -2.648535 -7.007128 1.195297 -1.0 0.8 1.1 -0.22
H 6.050135 0.817442 -6.952463 -0.1 0.0 0.5 0.11
H 3.607935 -3.270418 4.020587 -0.5 -0.3 -0.2 0.12
C -1.198525 4.560872 3.520777 3.7 -2.1 1.1 -0.73
H -1.169785 -1.435268 -4.442503 0.0 0.0 -0.2 0.11
N 6.536115 1.367062 -6.258313 0.7 -2.2 -2.0 0.16
C 3.270485 6.137992 2.201307 -2.0 2.8 1.1 -0.22
H 5.224005 6.395392 1.192717 0.0 -0.8 0.3 0.14
C 0.668425 -0.045348 1.116417 0.1 1.3 0.1 -0.15
O -3.429105 1.195462 2.235157 -2.1 1.8 -1.9 -0.27
H 4.995465 -1.689968 -3.079623 0.0 -0.2 -0.4 0.11
H -1.514015 1.534732 -7.001673 -0.2 0.0 -0.2 0.08
H -7.162565 -3.679418 5.649677 0.4 1.3 1.1 0.13
C -1.577755 -1.255088 -5.437083 -0.6 1.5 0.0 -0.18
H 5.170245 -1.744248 -6.573373 0.1 -0.1 0.1 0.09
O -2.679245 1.273362 -3.445043 -1.9 -2.2 1.1 0.02
H -0.821935 4.890632 1.565477 -0.3 -0.4 0.0 0.09
H -1.376485 2.789022 -2.005133 0.6 0.0 -0.1 0.11
O 4.452745 -3.766718 1.408017 0.4 0.6 -0.9 -0.21
O 4.831205 2.229932 -5.102913 -2.6 0.7 0.7 0.05
C -6.198005 0.549342 -4.016843 -5.4 0.3 -0.6 -0.80
C 5.007795 -4.872038 -0.695603 0.2 -1.0 0.9 -0.20
N -1.778085 -0.376538 5.846737 -2.1 -0.1 -3.9 0.17
H -0.525585 6.366832 -0.514813 0.3 -0.3 -0.3 0.11
O 3.738535 5.366612 0.124307 -1.5 -1.4 -0.2 -0.21
C -3.679695 2.170322 6.302897 -2.1 -1.0 -0.4 -0.17
H 3.185195 -5.140268 0.513857 0.2 -0.4 0.3 0.11
H 7.851995 3.169522 -5.558953 -0.4 0.1 -0.1 0.11
N -5.547955 1.640202 -4.194973 2.2 3.8 -1.3 0.18
O -3.994065 -2.738348 -1.872113 -0.5 -0.9 -1.7 -0.19
C -3.798985 -2.310998 -0.549693 -1.6 0.4 1.3 -0.20
C -1.446905 -7.044748 0.360657 -0.9 1.8 1.6 -0.13
O -5.329015 -3.205068 3.050577 0.8 2.8 -0.5 -0.27
N 5.728105 -2.443688 -6.104673 -0.3 0.8 -2.7 0.15
H 6.159715 1.066742 -2.454983 -0.7 0.1 -0.1 0.14
O 7.345405 2.206002 -1.449763 2.6 2.0 0.3 -0.16
H 5.632025 1.189182 -0.753513 0.9 -0.4 0.5 0.14
C -5.090545 2.125432 -0.868113 -1.0 1.7 -1.8 -0.22
H 3.647985 4.000142 5.161787 -0.3 0.3 -0.3 0.12
O 6.063245 -3.735458 -4.319483 -1.1 1.8 -0.3 -0.01
H 6.054425 -3.179378 -6.714903 -0.1 -0.1 0.5 0.12
O -0.153365 0.171322 -2.545073 1.3 -0.3 2.0 -0.24
C 0.996945 -6.494518 5.635767 -1.5 -2.7 -0.8 -0.18
O 5.703925 3.788572 -0.827753 3.0 3.4 3.1 -0.19
H 1.930365 -3.995168 -4.948123 0.6 0.6 -0.2 0.14
O 3.268095 2.899852 0.773247 -1.3 3.0 -0.4 -0.22
H -2.534755 -1.036088 5.958767 0.2 0.2 -0.3 0.10
C -4.877105 3.540922 -0.296353 -0.2 -1.6 -0.5 -0.13
O -0.157475 4.001162 3.903557 -0.4 1.1 -0.4 0.01
H 0.945105 1.469852 5.605327 -0.8 -0.5 -0.7 0.06
H -5.833305 3.944102 0.037167 0.4 0.3 0.6 0.13
N -2.272325 1.219082 -9.832863 -5.8 -2.5 -7.2 0.20
H -7.652315 -2.979898 4.153747 0.1 -0.6 -0.5 0.13
N -5.638115 -0.250598 -3.182773 1.4 -4.3 2.6 0.19
O 4.039775 -0.731528 5.645137 3.1 2.0 0.6 -0.21
C -3.111205 -1.358908 -5.489463 1.6 -2.1 1.3 -0.20
C 4.254365 -4.994988 0.668297 0.7 -0.4 -0.5 -0.14
C 3.229515 -1.884688 5.562987 0.0 2.1 -0.5 -0.16
O -2.885215 7.128402 -0.916213 -0.1 0.2 0.3 0.03
H 0.429685 -2.953488 -3.462023 0.1 -0.1 -0.2 0.12
H -4.444525 4.150662 -1.089563 0.4 0.2 0.6 0.13
C 5.944735 2.302412 -5.517643 3.4 -0.3 -0.1 -0.69
H 3.218485 3.112672 -4.933083 -0.1 -0.6 -0.9 0.07
O 0.805595 4.618512 -3.770763 -1.3 0.4 0.1 -0.04
C 6.069645 1.728522 -1.593573 -1.9 -1.8 -0.6 -0.19
O 1.597385 -5.507168 -3.879163 -1.2 -3.0 2.9 -0.17
C 5.585745 -2.677838 -4.804523 2.1 -3.5 2.2 -0.71
S -4.487545 3.151942 8.414567 -0.1 -1.2 0.3 0.76
C 2.180625 -4.270868 -3.923693 -0.9 2.1 -1.6 -0.22
O -2.705585 -4.115888 -3.552353 -1.3 -0.1 4.4 -0.26
H -6.091975 2.096542 -1.297543 -0.1 -0.5 0.1 0.14
O -5.722575 2.222822 2.414517 3.3 -0.4 -3.0 -0.26
H -2.850385 1.585612 6.700967 -0.5 0.1 1.0 0.09
H -3.330615 2.233682 5.272257 -0.8 0.7 -0.3 0.12
C 1.436195 -5.363898 6.489617 -0.9 0.2 1.3 -0.18
N -2.025575 2.702282 -4.965663 0.1 2.7 -5.9 0.21
H 4.583165 -0.979728 -4.650703 0.0 0.3 0.8 0.10
C -2.192065 6.355522 -1.559783 -0.4 1.4 1.9 -0.79
O -3.832905 -1.288308 3.807387 -3.5 -0.7 -0.1 -0.27
O -6.161515 -1.887018 4.854267 1.7 2.7 0.5 -0.20
O -3.930735 3.210412 0.741487 -0.4 0.4 1.8 -0.22
H -1.705455 3.656722 -5.047283 0.1 -0.2 -0.5 0.12
H -4.734355 -4.145938 4.802407 -0.2 0.0 0.3 0.13
C -0.886055 -0.188088 6.793737 -2.6 -1.3 -1.4 -0.81
H -3.969915 -1.243198 -0.413013 -0.4 0.0 -0.5 0.14
S 2.675845 4.247222 0.760137 1.7 -1.7 0.3 0.73
C -2.432435 -2.627328 -0.218813 3.1 1.8 0.2 -0.24
H 2.308845 4.557772 -2.004613 0.6 0.0 0.0 0.09
O 5.422325 -3.553168 -0.758193 -1.1 3.7 0.2 -0.20
S 7.345865 3.673602 -0.767823 1.2 0.2 3.6 0.78
H -3.117665 1.595352 -7.697073 0.3 -0.2 0.2 0.12
H 3.625825 6.528342 3.154967 0.0 -0.5 0.0 0.16
O -7.374915 0.395622 -4.393263 0.8 -0.4 -0.5 0.00
O 1.334115 4.371692 0.188757 2.2 0.6 1.0 -0.26
H 2.237255 4.130232 4.081387 0.4 -0.2 0.4 0.06
N -0.991305 5.914512 -1.288503 3.9 0.2 3.2 0.17
H 3.257975 -4.218668 -3.766543 0.0 -0.3 0.4 0.12
O 0.176075 1.661912 -0.505953 1.9 -1.2 -1.8 -0.24
O -5.683975 2.154842 7.748227 1.7 0.5 0.8 -0.19
C -5.174575 1.613202 6.531427 1.7 -2.0 -1.4 -0.16
S -2.098905 -2.585068 -7.579813 0.5 1.7 0.4 0.77
H -3.012435 5.326252 3.930687 0.4 0.0 0.0 0.13
C 3.405365 -2.201688 4.090447 -0.5 -2.7 -0.3 -0.21
H -4.611805 1.643622 -3.815893 0.3 0.8 -0.6 0.05
H -3.304645 -2.242468 -4.881183 -0.7 0.0 0.1 0.10
H 2.063275 -2.565898 -2.803273 -0.5 0.2 1.2 0.12
O 0.961015 -4.188288 -1.927003 0.3 -1.7 0.7 -0.21
H -1.170005 1.312052 0.868387 -0.2 -1.1 0.4 0.11
H -2.477225 4.720602 2.169487 0.3 0.5 -1.3 0.10
H -0.485955 3.438982 -3.402463 0.5 0.4 0.4 0.05
H -1.735075 -6.591408 -0.587793 0.3 -0.6 -0.2 0.09
S 0.933055 -5.784978 -2.351953 0.2 -1.9 0.1 0.81
O 5.191835 -1.374718 0.734747 -1.9 -4.2 -1.8 -0.24
O -2.781075 -6.002588 3.542627 -0.2 1.6 -3.4 -0.27
H 0.112475 2.086312 1.589257 1.0 0.3 -0.4 0.11
H 0.815435 -5.415498 7.384097 0.2 0.2 0.3 0.13
O 3.109505 -2.496968 -0.177063 1.0 0.1 -0.4 -0.24
O 0.262125 -6.005098 4.488627 -0.3 2.1 0.4 -0.21
N 5.017505 -1.698288 -4.089353 -0.9 0.9 -0.1 0.18
H 4.442155 -5.264288 -1.540753 -0.2 0.5 -0.1 0.12
O -0.078045 -3.701598 3.454907 0.2 -1.2 3.8 -0.25
H -1.030725 -8.051738 0.331287 -0.3 0.1 -0.1 0.14
O 7.686305 3.403032 0.660567 -0.6 1.6 -3.9 -0.25
S 5.401125 -0.761488 4.716397 -1.0 -2.1 0.9 0.72
H 6.584265 4.098372 -4.884883 0.3 -0.1 0.3 0.11
N 2.254045 3.404642 -4.864463 1.2 -1.9 -3.3 0.23
O -4.916755 1.178312 0.142457 0.2 -0.3 2.1 -0.19
H 7.529275 1.464882 -6.413763 -0.4 -0.2 -0.3 0.11
O -0.320805 1.679332 -9.111433 1.8 0.3 0.6 0.04
S -2.869655 -5.569438 2.120637 2.6 -4.8 0.4 0.76
N -2.121575 1.739092 -7.782193 -0.7 0.7 4.0 0.16
H 1.669415 -7.308908 5.366237 1.0 1.0 -0.9 0.13
H -5.940815 -4.957438 3.711137 -0.1 -0.1 0.5 0.14
O 1.840975 -6.639578 -1.455203 -3.0 3.4 -3.0 -0.29
H 1.726125 0.088872 1.343027 0.3 0.6 -0.6 0.13
N 2.735545 3.701472 4.848177 2.4 4.9 -2.8 0.18
H -0.485305 5.365692 -1.968853 0.5 0.3 0.4 0.07
S 0.748375 0.331062 -1.419643 -0.2 0.6 2.3 0.75
C -0.080115 1.304072 0.855017 -0.9 -0.5 1.1 -0.15
H -3.188585 0.862642 -9.601503 0.2 -0.1 -0.8 0.13
H -1.839495 1.090312 -10.736293 -0.5 -0.2 0.0 0.15
S 4.470185 -2.604718 0.278247 1.9 1.6 1.4 0.73
H -3.697865 -0.524188 -5.105823 0.4 0.2 -0.5 0.11
H 2.543035 -1.973198 3.464137 0.1 0.3 0.1 0.13
S -4.528065 1.913372 1.570397 -0.5 -0.6 1.7 0.74
N -2.511035 5.739262 -2.633133 -4.0 -1.8 -5.5 0.16
O 1.066295 -4.177828 5.811907 -0.7 1.5 -1.7 -0.22
H -1.867805 5.120332 -3.105643 -0.5 0.1 0.1 0.07
N -1.282795 2.971732 -2.994043 0.4 0.7 2.6 0.18
O -0.454935 -6.245978 -2.573493 3.5 1.1 0.8 -0.25
C -1.511915 1.531502 -8.928663 5.2 1.6 2.8 -0.85
N 2.760385 4.242692 -2.851333 1.7 0.2 1.2 0.22
O 2.855715 4.823052 2.260347 -0.2 -2.1 -1.0 -0.20
O -2.465705 -3.974578 -7.618773 0.4 1.6 0.6 -0.22
N -1.384315 -0.587588 7.910077 -0.2 -1.0 5.9 0.19
H 0.828115 2.444852 4.102987 0.0 0.0 0.7 0.07
C 5.212465 2.950782 -1.719373 -0.9 -2.4 -3.0 -0.31
C -5.627265 -4.028948 4.188317 -1.8 1.2 -1.0 -0.12
O -1.565155 -1.987408 -8.809463 -1.6 -0.7 2.4 -0.26
H 4.182375 2.715902 -1.451353 0.1 0.1 -0.4 0.12
H 3.504885 -2.658088 6.280007 0.1 0.0 -0.2 0.13
S -0.214945 -4.380058 4.759097 -0.4 -1.4 0.0 0.79
O 2.181525 0.338192 -1.658573 -2.0 0.4 0.3 -0.25
H 2.309285 -1.346268 5.789657 -0.7 -1.1 0.1 0.13
C -6.784205 -3.111688 4.799597 0.4 -3.6 -1.4 -0.19
O 0.468155 -0.694028 -0.110743 0.1 -0.5 -3.3 -0.23
H -0.816505 -0.354048 8.712037 -0.3 -0.2 0.2 0.13
O -5.140805 4.338682 8.890257 0.9 -1.3 -0.6 -0.23
H -6.167025 -1.102788 -3.063893 0.5 -0.1 0.4 0.13
O -5.950765 -0.740448 2.576597 0.7 -1.4 1.1 -0.23
O 6.395605 -1.631118 5.333027 -1.4 1.2 -0.9 -0.26
H -1.687005 -1.894718 -0.528203 -0.4 0.7 -0.3 0.12
H 1.535075 3.408742 -5.573803 0.7 -0.3 -0.4 0.14
O -1.433505 -5.006948 1.571327 -1.0 0.5 0.3 -0.25
O -3.356175 -1.663888 -6.827953 0.5 -1.0 -3.2 -0.21
H -3.444085 5.854112 -3.002373 0.3 0.0 -0.1 0.12
H -5.998665 2.371512 -4.726153 0.5 -0.1 0.2 0.13
C 2.348995 2.614302 5.397197 2.1 1.0 2.9 -0.86
O -3.542675 2.410962 9.301577 -2.6 1.8 -2.9 -0.26
O -2.059235 -3.726318 -0.986353 -0.7 -3.6 -1.9 -0.20
H -1.368665 -0.249868 -5.803043 0.7 0.1 0.2 0.10
H 2.475365 -5.359088 6.818557 0.0 0.3 -0.6 0.14
S -3.244785 -4.166928 -2.153303 0.8 1.1 -0.9 0.80
H -2.233745 -2.622098 0.852917 -0.3 -1.3 0.2 0.14
H 5.430285 3.360022 -2.705873 -0.8 0.0 -0.6 0.11
H -2.240995 4.635592 5.257097 0.4 -0.2 -0.2 0.12
H 0.426435 -0.745368 1.916117 -1.2 0.3 -0.1 0.13
N -1.497915 4.920042 2.315337 -0.3 0.9 -4.5 0.19
C 1.937315 4.100592 -3.859393 -3.1 2.2 2.4 -0.73
O 4.576395 -1.637928 3.572997 1.6 1.8 0.3 -0.22
N 1.332075 2.077542 4.897467 -4.4 -4.1 -1.9 0.19
H -4.738555 -0.133138 -2.738833 -0.1 -0.1 -0.3 0.09
H -2.294265 2.261092 -5.833563 -0.4 0.2 1.0 0.07
N 6.924955 3.187792 -5.158513 -0.8 1.9 1.1 0.16
H 4.861395 -5.762548 1.148367 -1.0 -0.1 0.7 0.13
O -1.017785 -2.173248 -6.374883 -1.2 -1.2 -1.0 -0.20
C 1.339905 -3.353278 -3.015083 1.0 -0.2 -1.0 -0.15
H 3.680995 3.831862 -2.912903 -0.5 0.3 0.5 0.06
S -5.244235 -1.606018 3.491207 1.4 -1.5 0.2 0.74
H -4.416415 -2.867298 0.155577 -0.6 0.0 -0.3 0.13
H 2.369305 6.672342 1.900557 -0.3 0.6 0.7 0.14
N -2.223835 4.787142 4.258677 -4.1 0.7 4.7 0.19
O -4.064705 -5.296328 -1.732753 1.8 2.0 -0.5 -0.22
```
Forces are in eV/Å.

Calculated values
**F_max**: 9.56 eV/Å
**Net charge**: 0
**Gap between HOMO and LUMO**: 7.68 eV
**HOMO**: -8.078 eV